Here is a cluster of 5 separate species, C22H47N2O12Si in total from the OMol25 dataset. Energies are from wB97M-V/def2-TZVPD.

Properties
* charge: -1
* DFT total energy: -59004.1763 eV
* max |F|: 3.989 eV/A
* HOMO energy: -0.0551 hartree

CARTESIAN COORDINATES (ANGSTROEM)
C: 1.84932 2.42537 1.43561
C: 0.78611 1.95667 0.52226
C: -0.64484 2.40484 0.57122
N: 1.17786 1.12159 -0.47093
N: 0.91300 1.72212 -1.67681
Si: 1.77626 0.82646 -2.88637
C: 3.58352 1.40388 -2.75321
C: 1.67650 -1.02588 -2.51106
C: 1.07471 1.24062 -4.58987
H: 2.67035 1.70496 1.36018
H: 1.58088 2.51323 2.49785
H: 2.25950 3.37037 1.05086
H: -0.78958 3.48612 0.68278
H: -1.20078 1.83504 1.32517
H: -1.07557 2.15575 -0.39718
H: 3.96516 0.96140 -1.83760
H: 4.11408 1.05439 -3.64095
H: 3.57112 2.48847 -2.70417
H: 2.33411 -1.58301 -3.19107
H: 0.65535 -1.36382 -2.68643
H: 1.99156 -1.25421 -1.49796
H: -0.00073 1.07857 -4.54456
H: 1.24671 2.28673 -4.83475
H: 1.52030 0.59337 -5.34609
C: -0.62827 -2.96122 1.38059
C: -1.28945 -1.60185 1.32968
O: -2.65792 -1.65989 1.79419
C: -2.81861 -1.74352 3.10508
O: -1.95284 -1.76304 3.94080
O: -4.13322 -1.80940 3.36023
C: -4.43887 -1.97914 4.74179
H: -1.22042 -3.69506 0.82936
H: 0.36784 -2.90497 0.94361
H: -0.53858 -3.31768 2.40667
H: -1.33331 -1.26176 0.29702
H: -0.72802 -0.85545 1.88826
H: -3.95869 -1.21194 5.34528
H: -4.12855 -2.96689 5.08115
H: -5.51685 -1.89241 4.84585
C: 9.16865 -1.66342 -6.72019
C: 8.39400 -0.36687 -6.61028
O: 7.18993 -0.52244 -5.85347
C: 7.35300 -0.59428 -4.52839
O: 8.40552 -0.51799 -3.94610
O: 6.16141 -0.76087 -3.97682
C: 6.17742 -0.92944 -2.55481
H: 8.53280 -2.45153 -7.12587
H: 10.03267 -1.53458 -7.37301
H: 9.52043 -1.99104 -5.74334
H: 8.07158 -0.03917 -7.59713
H: 9.00355 0.42745 -6.17943
H: 6.70631 -0.11338 -2.06947
H: 6.63937 -1.88328 -2.30149
H: 5.14557 -0.92724 -2.22205
C: -1.44011 2.37951 7.91418
C: -2.54183 1.87795 7.00701
O: -3.76344 1.63294 7.72989
C: -4.46118 2.71151 8.06274
O: -4.18609 3.85358 7.80514
O: -5.54189 2.31132 8.74166
C: -6.35158 3.38031 9.23089
H: -1.29074 1.69046 8.74681
H: -0.50815 2.47087 7.35755
H: -1.68960 3.35388 8.33204
H: -2.26228 0.91840 6.57702
H: -2.72625 2.56536 6.18268
H: -6.63031 4.05851 8.42762
H: -5.82497 3.92548 10.01294
H: -7.24432 2.92251 9.64712
C: -4.12812 -1.27347 -1.16889
C: -3.78610 -2.56920 -1.86783
O: -4.44585 -2.69858 -3.14212
C: -3.92025 -1.98021 -4.12969
O: -2.95316 -1.27337 -4.06562
O: -4.65872 -2.18443 -5.22919
C: -4.24290 -1.40592 -6.35191
H: -5.21026 -1.16380 -1.07421
H: -3.68430 -1.25241 -0.17606
H: -3.76037 -0.41290 -1.72684
H: -4.13922 -3.41447 -1.27939
H: -2.70934 -2.68213 -1.99652
H: -3.18525 -1.55235 -6.55891
H: -4.44326 -0.35036 -6.17463
H: -4.83154 -1.74970 -7.19810

Here is a structure of composition C21H43BO2P2Sn from the OMol25 dataset. Energies are from wB97M-V/def2-TZVPD.

Properties
* relative energy (zero: lowest compared OMol25 entry of this formula, charge and spin): 26.3 kcal/mol
* DFT total energy: -51651.5771 eV
* max |F|: 4.064 eV/A
* HOMO energy: -0.2128 hartree

CARTESIAN COORDINATES (ANGSTROEM)
P: 0.34377 -1.93872 -2.12310
P: -0.13990 1.99151 -1.55815
C: 0.00937 -0.44320 -3.19644
C: 0.60257 0.94150 -2.88071
H: -1.07246 -0.38755 -3.39332
H: 0.45163 -0.74801 -4.14711
H: 1.69744 0.83771 -2.74735
H: 0.42804 1.56444 -3.77193
C: -1.57953 2.79896 -2.39698
H: -2.01485 3.49989 -1.67011
H: -2.37068 2.07812 -2.64417
H: -1.30009 3.35148 -3.30563
C: 1.07204 3.35929 -1.49036
H: 0.75897 4.15022 -2.19018
H: 2.09100 3.02697 -1.74273
H: 1.07618 3.74700 -0.45884
C: -0.85623 -3.20750 -2.71537
H: -0.84862 -4.06824 -2.02291
H: -0.55344 -3.52457 -3.72423
H: -1.89752 -2.83620 -2.73377
C: 2.00344 -2.46844 -2.58474
H: 2.69559 -1.61976 -2.51993
H: 2.01566 -2.89291 -3.59476
H: 2.32136 -3.22232 -1.85171
Sn: -1.55107 -0.26899 -0.73267
C: 0.42726 1.57976 -6.00644
C: -0.89883 1.53414 -5.76457
C: -1.85996 0.88059 -6.72087
C: -1.50493 -0.57698 -7.13186
C: -0.76221 -1.36467 -6.09876
C: 0.58815 -1.39969 -6.04459
C: 1.49822 -0.59279 -6.93495
C: 1.11196 0.89587 -7.15779
C: -0.02617 -1.23576 0.64622
H: 1.08878 2.27700 -5.47732
H: -1.37497 2.20695 -5.03707
H: -1.94376 1.44808 -7.66760
H: -2.84747 0.89481 -6.24454
H: -2.44959 -1.09108 -7.39926
H: -0.87654 -0.53299 -8.03849
H: -1.38230 -1.98604 -5.45266
H: 1.13670 -2.16658 -5.47121
H: 1.60724 -1.04909 -7.93726
H: 2.49398 -0.61528 -6.46913
H: 2.05327 1.44208 -7.38328
H: 0.47243 0.96687 -8.05460
H: 0.77367 -0.52704 0.94984
H: 0.47705 -2.09147 0.15327
H: -0.54965 -1.61426 1.53702
C: 0.26145 0.49643 4.19798
C: -0.84840 1.36498 3.59475
C: -1.93356 1.54495 4.63051
O: -1.42976 0.67123 2.46399
B: -0.87524 1.21173 1.29299
O: 0.00821 2.26124 1.59098
C: -0.30208 2.69162 2.94722
C: -1.35601 3.79402 2.87547
C: 0.93689 3.26957 3.59866
H: -0.14476 -0.49146 4.45389
H: 0.60010 0.93085 5.14509
H: 1.14594 0.39429 3.54914
H: -2.28529 0.56069 4.93695
H: -1.57457 2.03316 5.54212
H: -2.77561 2.12517 4.24233
H: -1.59788 4.18103 3.87528
H: -0.95009 4.65430 2.32671
H: -2.29439 3.45404 2.40838
H: 1.77601 2.56155 3.61579
H: 1.24171 4.19337 3.09783
H: 0.72116 3.55634 4.63783

Here is the molecule C3H6O2S from the OMol25 dataset. Energies are from wB97M-V/def2-TZVPD.

Properties
* relative energy (zero: lowest compared OMol25 entry of this formula, charge and spin): 76.6 kcal/mol
* structure (SMILES): C[C@H]1CS1(=O)=O
* DFT total energy: -18135.6269 eV
* max |F|: 4.106 eV/A
* HOMO energy: -0.3702 hartree

CARTESIAN COORDINATES (ANGSTROEM)
C: 0.70790 1.10832 -0.90008
C: -0.37212 0.41899 -0.04017
C: -0.95063 -1.07806 -0.16443
S: 0.02673 -0.72158 1.32877
O: -0.67633 -0.44561 2.58434
O: 1.27560 -1.38693 1.38326
H: 0.45939 1.74823 -1.81240
H: 1.49350 0.33949 -1.30306
H: 1.29278 1.80469 -0.23433
H: -1.05454 1.14128 0.42889
H: -1.92446 -1.20442 -0.47732
H: -0.27783 -1.72440 -0.79347

Here is a structure of composition C30H28BrFMoN3O4S from the OMol25 dataset. Energies are from wB97M-V/def2-TZVPD.

Properties
* relative energy (zero: lowest compared OMol25 entry of this formula, charge and spin): 28.3 kcal/mol
* charge: +1
* expectation value of S²: 2.02
* DFT total energy: -129670.5925 eV
* max |F|: 5.199 eV/A
* HOMO energy (alpha / beta): -0.4070 / -0.4176 hartree
* multiplicity: 3

CARTESIAN COORDINATES (ANGSTROEM)
Mo: 1.75139 0.75408 0.68273
C: 2.10708 -3.54313 -3.12222
C: 3.25231 -2.95985 -2.59598
C: 3.16924 -1.64847 -2.13487
C: 1.98106 -0.91778 -2.08733
C: 0.90811 -1.60252 -2.57727
C: 0.94662 -2.81110 -3.15557
N: 1.81034 0.38197 -1.57020
N: 1.64342 1.33261 -2.35922
C: 1.45301 2.52175 -1.68800
C: 1.07416 3.62733 -2.52671
C: 1.02435 4.90388 -1.89867
C: 1.26806 5.02445 -0.58021
C: 1.59719 3.93205 0.27734
C: 1.62180 2.63199 -0.27686
H: 2.19650 -4.54541 -3.35962
H: 4.23977 -3.41806 -2.55308
H: 4.07779 -1.14684 -1.78913
H: 0.00094 -1.06248 -2.50839
H: 0.07809 -3.21959 -3.64818
H: 0.86643 3.44430 -3.50180
H: 0.86150 5.75981 -2.51125
H: 1.28932 6.06330 -0.22191
H: 1.76553 4.02047 1.40738
C: -4.78393 -2.46805 -1.48613
C: -4.74164 -2.18802 -0.04912
C: -5.99665 -1.58359 0.52067
C: -6.26989 -0.21534 0.03078
C: -5.09030 0.73139 0.20256
C: -5.21371 2.09275 0.13915
C: -4.09786 2.96016 0.25544
F: -4.33914 4.23530 0.06178
C: -2.79430 2.46876 0.33637
C: -2.69445 1.03664 0.36274
C: -1.34743 0.46155 0.56994
O: -0.31062 1.18751 0.70730
C: -1.26275 -1.01775 0.56798
C: -2.39764 -1.74817 0.36109
N: -3.60953 -1.24413 0.29027
C: -3.77403 0.20188 0.26703
C: 0.02304 -1.77729 0.75616
O: 0.00231 -2.94130 0.94760
O: 1.15686 -1.10949 0.59961
H: -5.67959 -3.01001 -1.84535
H: -3.89049 -3.11508 -1.66849
H: -4.53805 -1.59133 -2.11741
H: -4.41448 -3.09519 0.57014
H: -5.91278 -1.41615 1.64838
H: -6.81353 -2.25693 0.40247
H: -7.14393 0.24273 0.48367
H: -6.54274 -0.21905 -1.06113
H: -6.14385 2.61221 0.09593
H: -1.88035 3.06417 0.29204
H: -2.31049 -2.83007 0.34322
O: 3.75543 0.40624 0.51111
S: 4.78825 -0.54483 1.06976
C: 5.85729 0.42566 2.19039
C: 5.38639 0.27494 3.59922
C: 5.03877 -1.25244 3.73468
C: 4.12077 -1.49004 2.50019
H: 5.84573 1.43633 1.82169
H: 6.85025 0.01711 1.97596
H: 4.53895 0.87129 3.72205
H: 6.15956 0.55301 4.29770
H: 4.44073 -1.57911 4.57119
H: 5.89671 -1.91520 3.73686
H: 3.13592 -1.09904 2.69971
H: 4.09721 -2.58079 2.26578
Br: 1.91594 1.48599 3.01808

Here is the molecule C6H11N from the OMol25 dataset. Energies are from wB97M-V/def2-TZVPD.

Properties
* relative energy (zero: lowest compared OMol25 entry of this formula, charge and spin): 43.9 kcal/mol
* structure (SMILES): C=C/C(N)=C/CC
* DFT total energy: -7888.6286 eV
* max |F|: 2.518 eV/A
* HOMO energy: -0.2840 hartree

CARTESIAN COORDINATES (ANGSTROEM)
C: -2.95118 -0.71700 -0.36974
C: -1.67705 -0.92517 -0.01323
C: -0.63733 0.10515 0.17585
N: -0.89913 1.35592 -0.36205
C: 0.64501 -0.30771 0.39942
C: 1.83784 0.54655 0.06576
C: 3.12494 -0.29603 0.28321
H: -3.69261 -1.50437 -0.34900
H: -3.28530 0.23088 -0.77260
H: -1.34624 -1.95836 -0.03216
H: -0.16251 2.01264 -0.48510
H: -1.86218 1.50363 -0.54126
H: 0.68577 -1.37644 0.20631
H: 1.73369 1.46090 0.66970
H: 1.73303 0.86685 -0.96963
H: 3.99641 0.31204 0.51086
H: 3.34273 -0.82928 -0.64732
H: 2.89948 -1.08529 0.99435

Here is a cluster of 2 separate species, C3H6N3O in total from the OMol25 dataset. Energies are from wB97M-V/def2-TZVPD.

Properties
* relative energy (zero: lowest compared OMol25 entry of this formula, charge and spin): 70.5 kcal/mol
* charge: +1
* DFT total energy: -9715.6731 eV
* max |F|: 3.938 eV/A
* HOMO energy: -0.5417 hartree

CARTESIAN COORDINATES (ANGSTROEM)
C: -1.98770 -0.36785 -0.08152
C: 0.71124 -1.42904 0.25538
C: -0.48443 2.22098 0.07895
N: -0.78771 -0.05445 -0.16121
N: 0.02736 1.05192 -0.09198
N: 1.77974 -0.95886 -0.26972
O: -3.11885 -0.64176 -0.17791
H: 0.49943 -1.45730 1.30644
H: -0.02116 -2.09723 -0.38080
H: -1.49032 2.61166 0.18901
H: 0.31195 2.86985 0.32813
H: 2.42762 -0.31390 0.17596
H: 2.13284 -1.43402 -1.17073

Q: Which of these has the highest DFT total energy?
A: C6H11N